# 1
Molecular formula: C37H47N3NaO3PS
Method: DFT, wB97M-V/def2-TZVPD

The geometry in XYZ format:
```
93
Properties=species:S:1:pos:R:3:forces:R:3:mulliken_charge:R:1
Na 0.8116 -0.6916 -0.1834 -0.3713 0.2308 -0.2064 0.57
S 4.9671 0.3107 1.7771 0.1023 -0.0133 -0.1411 -0.43
C 5.3751 0.1150 0.1082 0.0349 -0.0053 -0.0453 1.30
C 6.6176 0.1397 -0.5121 -0.0119 0.0022 0.0379 -0.69
C 6.6694 -0.0368 -1.8801 -0.0183 -0.0058 -0.1202 -0.50
C 5.5005 -0.2280 -2.6242 0.1078 -0.0086 -0.0169 -0.73
C 4.2670 -0.2527 -2.0092 0.0623 -0.0166 0.0002 -0.42
C 4.2004 -0.0859 -0.6272 0.1791 0.0281 -0.1865 -1.17
N 3.0393 -0.0835 0.1042 0.0000 -0.0631 0.2458 0.37
C 3.2682 0.1099 1.3698 -0.1740 -0.0206 0.1318 0.05
C 2.2501 0.1545 2.4303 0.2121 -0.0185 -0.1421 1.43
C 2.7123 0.3700 3.7343 -0.2030 0.0099 0.1668 -0.99
C 1.8104 0.4023 4.7760 -0.0043 0.0108 0.0621 -0.79
C 0.4590 0.2225 4.4917 0.0243 0.0330 0.1129 -0.70
C 0.0397 0.0108 3.1882 -0.1110 0.0392 -0.0033 -0.52
C 0.8986 -0.0428 2.0786 0.1083 -0.0279 0.2181 -0.28
H 7.5223 0.2958 0.0573 0.0497 0.0030 0.0485 0.43
H 7.6260 -0.0218 -2.3812 0.0629 0.0000 -0.0487 0.40
H 5.5662 -0.3577 -3.6952 0.0209 -0.0054 -0.0630 0.40
H 3.3592 -0.3981 -2.5782 -0.0837 -0.0045 -0.0238 0.54
H 3.7655 0.5099 3.9503 0.0413 0.0158 0.0188 0.34
H 2.1490 0.5638 5.7907 -0.0029 0.0086 0.0441 0.39
H -0.2626 0.2471 5.3011 -0.0300 -0.0042 0.0284 0.38
H -1.0286 -0.1226 3.0352 -0.0872 -0.0312 -0.0249 0.43
C -6.2623 -0.2871 0.9864 -0.0135 0.0070 -0.0368 -1.60
C -5.8007 0.3680 -0.3223 0.0094 -0.0419 0.0034 2.07
C -6.1536 1.8519 -0.2688 -0.0049 -0.0046 -0.0324 -2.15
C -6.5392 -0.2721 -1.5037 -0.0049 0.0168 0.0262 -1.67
C -4.3055 0.1284 -0.4862 0.0787 -0.0582 0.0259 0.52
C -3.8059 -1.1724 -0.5491 -0.0256 0.0976 -0.0096 -0.74
C -2.4463 -1.3708 -0.6722 -0.1585 -0.1049 0.0024 -0.97
N -1.5604 -0.3884 -0.7372 0.1475 0.2554 -0.0179 -0.11
C -2.0121 0.8645 -0.6775 -0.1311 0.0034 0.0078 -1.28
C -3.3751 1.1536 -0.5623 0.1333 -0.1833 -0.0323 0.60
C -0.9884 1.9533 -0.7160 -0.0005 0.1351 0.0668 -0.48
C -1.3151 3.2700 -0.4096 0.1597 -0.1822 -0.0609 0.49
C -0.3342 4.2581 -0.4078 0.0646 -0.0303 -0.0016 0.43
C 0.9508 3.8575 -0.7453 -0.0455 0.0163 0.0412 -0.53
C 1.1920 2.5211 -1.0299 0.0554 0.1546 0.0474 -0.65
N 0.2609 1.5857 -1.0157 -0.2102 -0.1406 -0.1087 -0.31
C -0.6994 5.6880 -0.0266 0.0584 -0.0077 -0.0002 2.07
C -1.7326 6.2192 -1.0259 0.0125 0.0087 0.0115 -1.61
C -1.2982 5.6938 1.3852 0.0076 0.0248 -0.0115 -1.60
C 0.5164 6.6144 -0.0357 -0.0416 -0.0220 -0.0378 -2.19
H -7.3336 -0.1387 1.1207 -0.0677 0.0205 -0.0007 0.45
H -5.7473 0.1471 1.8417 0.0471 0.0424 0.0629 0.37
H -6.0710 -1.3578 0.9889 0.0169 -0.0873 -0.0046 0.33
H -7.2299 1.9611 -0.1410 -0.0547 0.0040 0.0048 0.43
H -5.8773 2.3682 -1.1875 0.0306 0.0311 -0.0753 0.41
H -5.6702 2.3538 0.5681 0.0448 0.0255 0.0753 0.42
H -7.6117 -0.1115 -1.4033 -0.0898 0.0134 0.0103 0.46
H -6.3654 -1.3452 -1.5507 0.0127 -0.0769 -0.0050 0.34
H -6.2159 0.1631 -2.4483 0.0281 0.0399 -0.0627 0.38
H -4.4601 -2.0290 -0.5030 -0.0724 -0.0795 0.0289 0.43
H -2.0348 -2.3716 -0.7056 -0.0065 -0.0999 -0.0076 0.40
H -3.7042 2.1771 -0.5360 -0.0203 0.0838 0.0019 0.54
H -2.3258 3.5317 -0.1426 -0.0712 -0.0060 0.0424 0.27
H 1.7755 4.5521 -0.7716 0.0369 0.0473 0.0111 0.51
H 2.1945 2.1853 -1.2547 0.1364 -0.0163 -0.0494 0.39
H -2.6440 5.6244 -1.0130 -0.0713 -0.0447 -0.0018 0.31
H -1.3368 6.2068 -2.0408 0.0345 -0.0007 -0.0611 0.37
H -1.9991 7.2451 -0.7756 -0.0284 0.0919 0.0224 0.46
H -2.2016 5.0912 1.4462 -0.0780 -0.0629 -0.0040 0.31
H -1.5589 6.7124 1.6729 -0.0090 0.0641 0.0105 0.46
H -0.5872 5.3041 2.1118 0.0590 -0.0339 0.0450 0.38
H 0.9563 6.6934 -1.0293 0.0303 -0.0073 -0.0756 0.41
H 1.2867 6.2742 0.6545 0.0435 -0.0277 0.0657 0.43
H 0.2130 7.6151 0.2713 -0.0252 0.0339 0.0100 0.43
C -1.7425 -5.6596 -1.2463 -0.0326 -0.0558 0.0997 -1.10
C -0.8861 -5.6083 0.0018 -0.0048 -0.0950 0.0437 -0.32
O 0.4548 -5.2266 -0.3266 -0.0210 0.0434 -0.0456 -0.48
P 0.8330 -3.6519 -0.0834 0.2538 -0.0443 -0.1072 0.50
O 1.5323 -3.6274 1.3445 -0.0828 -0.0265 0.2074 -0.38
C 2.6269 -4.5050 1.6855 -0.0344 -0.1619 -0.0059 -0.28
C 3.8831 -3.6898 1.8677 0.0004 -0.0199 -0.0238 -0.89
O 2.1904 -3.6407 -0.9903 0.0042 -0.0259 0.1232 -0.02
C 2.0868 -3.8175 -2.3990 -0.1000 -0.0098 -0.2133 -0.10
C 3.4794 -4.0181 -2.9548 -0.1339 -0.0716 -0.0329 -1.32
H -2.7488 -6.0008 -1.0028 -0.0436 -0.0152 0.0148 0.39
H -1.3159 -6.3454 -1.9763 0.0432 -0.0275 -0.0165 0.33
H -1.8191 -4.6748 -1.7060 0.0237 0.0688 -0.0186 0.21
H -0.8156 -6.5873 0.4827 -0.0600 0.0855 -0.0612 0.36
H -1.3006 -4.9109 0.7387 -0.0501 -0.0421 -0.0308 0.36
H 2.7463 -5.2543 0.8976 0.0168 0.0408 0.1260 0.30
H 2.3315 -5.0121 2.6084 0.0604 0.0661 -0.0891 0.38
H 4.1524 -3.2046 0.9327 0.0236 0.0687 -0.0918 0.10
H 4.7107 -4.3290 2.1755 0.0168 -0.0484 0.0344 0.43
H 3.7302 -2.9250 2.6239 -0.0104 0.1088 0.0986 0.24
H 1.6081 -2.9302 -2.8364 0.0560 -0.0806 -0.0326 0.23
H 1.4501 -4.6853 -2.6069 0.0865 0.0769 -0.0442 0.30
H 4.1141 -3.1722 -2.7119 0.0838 0.1508 0.0521 0.23
H 3.4449 -4.1268 -4.0387 -0.0280 0.0013 -0.0402 0.40
H 3.9279 -4.9165 -2.5345 0.0068 -0.0416 0.0338 0.32
```
Positions in Å, forces in eV/Å.

Properties
* Kohn-Sham gap: 6.7 eV
* HOMO level: -0.23750 hartree

# 2
Molecular formula: C63H52CdN6P3S2
Method: DFT, wB97M-V/def2-TZVPD

The geometry in XYZ format:
```
127
Properties=species:S:1:pos:R:3:forces:R:3:mulliken_charge:R:1
Cd -0.4947 0.5042 -0.5989 0.1664 0.1315 0.2508 3.94
S -2.1803 -0.3361 -3.8384 0.2800 -0.1212 -0.3713 -0.57
P -3.0088 0.7189 -2.4023 -0.2548 -0.1744 0.1320 0.99
C -2.6034 0.1035 -0.8078 -0.6064 1.4698 0.0209 -0.67
P -3.4528 0.5936 0.6180 -0.2467 -0.4364 -0.1852 0.97
S -2.5582 -0.0663 2.2568 0.3750 -0.2786 0.4777 -0.70
C -5.1417 -0.1389 0.6405 0.0810 -0.0553 0.0166 -0.14
C -6.3307 0.5175 0.3449 0.1457 0.0491 0.0381 0.20
C -7.5437 -0.1496 0.4453 -0.1324 0.0453 -0.0178 -0.96
C -7.5813 -1.4855 0.8084 -0.0279 -0.0048 0.0105 -0.47
C -6.3950 -2.1613 1.0679 -0.0231 0.0145 -0.0705 -0.79
C -5.1880 -1.4889 0.9873 -0.0668 -0.0481 -0.0291 -0.51
C -3.7584 2.3490 1.1111 0.3463 -0.1314 -0.1812 0.26
C -2.7693 3.2811 0.8132 -0.1476 -0.0195 0.0395 0.28
C -2.8171 4.5579 1.3509 0.0649 0.0415 0.0228 -1.06
C -3.8502 4.9089 2.2068 0.0085 0.0806 0.0127 -0.85
C -4.8276 3.9766 2.5291 -0.0627 -0.0348 -0.0062 -0.71
C -4.7773 2.6994 1.9943 0.0047 0.0696 -0.0492 -0.66
C -4.8067 0.6618 -2.7398 0.1344 -0.2764 0.0069 0.57
C -5.4025 -0.5623 -2.4381 -0.0459 0.0495 -0.0910 -0.66
C -6.7169 -0.8142 -2.7882 0.0824 -0.0424 0.0098 -0.58
C -7.4486 0.1577 -3.4563 -0.0598 -0.0023 -0.0410 -0.58
C -6.8461 1.3568 -3.8056 -0.0659 0.1236 -0.0214 -0.67
C -5.5257 1.6098 -3.4591 0.0216 -0.0773 0.1088 -0.46
C -2.5993 2.4947 -2.6756 -0.0059 -0.2103 0.1498 0.26
C -1.4378 2.8147 -3.3719 -0.1179 0.1126 -0.1206 -0.62
C -1.0593 4.1388 -3.5319 -0.0234 0.0291 -0.0200 -0.20
C -1.8460 5.1514 -3.0030 0.0091 0.0936 -0.0083 -1.02
C -3.0098 4.8407 -2.3142 -0.1132 0.0383 0.0354 -0.71
C -3.3828 3.5168 -2.1426 0.1274 -0.0534 -0.1142 -0.06
H -6.3171 1.5547 0.0318 -0.0029 0.0088 0.0022 0.40
H -8.4650 0.3779 0.2291 0.0108 0.0031 -0.0306 0.39
H -8.5307 -2.0012 0.8883 -0.0073 0.0042 -0.0096 0.37
H -6.4156 -3.2095 1.3404 0.0170 0.0003 0.0043 0.40
H -4.2586 -1.9997 1.2057 -0.0022 -0.0032 0.0342 0.33
H -1.9459 2.9844 0.1722 -0.0530 0.0698 -0.0802 0.12
H -2.0432 5.2771 1.1075 0.0054 -0.0131 -0.0069 0.54
H -3.8875 5.9020 2.6378 -0.0030 0.0191 -0.0229 0.37
H -5.6276 4.2385 3.2110 0.0155 0.0187 0.0187 0.40
H -5.5085 1.9601 2.2913 -0.0147 0.0260 0.0102 0.49
H -4.7999 -1.3149 -1.9448 -0.0696 -0.0480 0.0456 0.42
H -7.1615 -1.7694 -2.5408 -0.0540 0.0017 0.0183 0.43
H -8.4830 -0.0239 -3.7219 -0.0043 -0.0213 -0.0230 0.39
H -7.4002 2.1021 -4.3645 -0.0230 -0.0181 0.0164 0.41
H -5.0520 2.5306 -3.7736 -0.0429 -0.0036 0.0192 0.40
H -0.8544 2.0099 -3.8020 0.0099 -0.0025 0.0160 0.23
H -0.1477 4.3849 -4.0629 0.0189 -0.0271 0.0028 0.37
H -1.5597 6.1889 -3.1291 0.0267 0.0002 -0.0152 0.38
H -3.6285 5.6317 -1.9073 0.0061 0.0009 0.0257 0.44
H -4.2870 3.2705 -1.5997 0.0071 0.0599 0.0361 0.43
N 6.4439 1.1716 -8.3416 -0.0355 -0.0138 0.0145 -0.59
C 5.7011 1.0863 -7.4676 0.2555 0.0547 -0.2982 -0.12
C 4.7931 0.9876 -6.3704 -0.2357 -0.0228 0.4270 0.52
C 5.0347 0.0642 -5.3530 0.0287 -0.0234 -0.1163 -0.99
C 4.1599 -0.0320 -4.2870 -0.0436 0.0901 0.0568 0.02
C 3.0451 0.8003 -4.2099 0.0833 0.0632 -0.0600 -0.08
C 2.8161 1.7301 -5.2237 0.0325 -0.0684 -0.0189 -0.24
C 3.6769 1.8229 -6.3002 0.0703 -0.0471 -0.0838 -1.00
C 2.0817 0.6918 -3.0824 -0.2505 -0.3824 -0.0235 0.84
C 1.4545 -0.5390 -2.9627 0.3408 0.3220 -0.0920 -0.03
C 1.5416 -1.6257 -3.9054 -0.1731 -0.1377 -0.0001 -1.07
C 0.6996 -2.5977 -3.4563 0.1576 -0.0142 -0.1741 -1.49
C 0.1340 -2.1030 -2.2477 -0.0009 0.2338 0.1596 -0.88
N 0.5769 -0.9038 -1.9536 0.0238 -0.1491 -0.1576 1.35
C 1.8863 1.8830 -2.3351 0.1375 0.2653 -0.0224 -1.04
C 2.6751 3.0606 -2.4499 -0.0383 -0.1967 -0.0094 -1.26
C 2.0769 4.0175 -1.6509 -0.0673 0.0821 0.0564 -2.07
C 0.9495 3.3962 -1.0868 0.0274 0.1309 0.0625 -0.50
N 0.8437 2.1284 -1.4650 0.0154 -0.2114 -0.1998 1.79
H 5.8992 -0.5833 -5.4097 0.0233 0.0138 -0.0121 0.48
H 4.3320 -0.7618 -3.5058 -0.0050 -0.0101 0.0233 0.45
H 1.9438 2.3667 -5.1659 -0.0105 0.0112 0.0069 0.50
H 3.4899 2.5336 -7.0938 -0.0014 0.0013 -0.0065 0.47
H 2.1180 -1.6314 -4.8149 0.0090 -0.0187 -0.0159 0.63
H 0.4796 -3.5451 -3.9188 0.0073 -0.0364 -0.0043 0.58
H -0.5768 -2.5987 -1.6006 -0.0791 0.0357 -0.0417 0.56
H 3.5733 3.1751 -3.0356 -0.0127 -0.0126 -0.0426 0.77
H 2.3850 5.0426 -1.5135 -0.0058 0.0145 0.0103 0.64
H 0.2207 3.8479 -0.4256 -0.0242 -0.0628 0.0449 0.15
N 0.5480 -1.2123 2.8887 0.0426 0.1470 0.1023 0.00
C 1.1056 -2.4505 2.9083 0.3783 -0.2824 0.0769 0.41
C 0.7620 -3.3511 3.9327 -0.1557 0.0016 -0.0553 -0.80
C 1.3653 -4.5844 4.0302 -0.0061 0.0955 0.0492 -0.51
C 2.3659 -4.9501 3.1364 0.1390 -0.1438 -0.0773 -0.95
C 2.7121 -4.0795 2.1189 -0.0145 0.0537 0.1782 -0.01
C 2.0873 -2.8410 1.9679 -0.1678 0.1481 -0.1610 -0.02
P 2.2973 -1.7879 0.4720 0.4241 -0.4115 0.5241 1.00
C 3.7892 -0.7934 0.8553 -0.1085 0.0661 -0.0332 0.75
C 4.2733 0.0550 -0.1451 0.0268 -0.0475 0.0949 -0.77
C 5.3586 0.8824 0.0933 0.0447 0.0407 -0.0675 -0.64
C 5.9472 0.9086 1.3516 0.0142 -0.0164 0.0172 -0.93
C 5.4520 0.0931 2.3587 0.0199 0.0688 0.0419 -0.70
C 4.3846 -0.7598 2.1115 -0.0167 0.0005 -0.0148 -1.09
C 3.0083 -3.0493 -0.6638 -0.1999 0.1099 -0.2046 0.02
C 4.2223 -2.9376 -1.3332 -0.0681 -0.0142 0.0506 -0.34
C 4.6256 -3.9163 -2.2326 0.0723 -0.0685 -0.0422 -0.53
C 3.8320 -5.0270 -2.4654 0.0375 -0.0349 -0.0142 -0.59
C 2.6156 -5.1460 -1.8087 -0.0380 -0.0456 0.0583 -0.80
C 2.2033 -4.1595 -0.9313 0.0441 0.0522 -0.0405 -0.10
H 0.6686 -0.6353 2.0696 -0.0905 0.1366 0.0045 -0.38
H -0.3383 -1.0852 3.3485 -0.0753 0.0120 -0.1214 0.23
H -0.0156 -3.0601 4.6289 0.0055 -0.0094 0.0441 0.41
H 1.0581 -5.2633 4.8162 0.0153 -0.0183 0.0079 0.38
H 2.8535 -5.9132 3.2129 0.0075 -0.0003 0.0310 0.42
H 3.4742 -4.3747 1.4095 -0.0056 -0.0132 0.0001 0.51
H 3.7725 0.0785 -1.1062 0.0313 0.0009 -0.0483 0.81
H 5.7375 1.5171 -0.6989 -0.0407 0.0288 0.0002 0.45
H 6.7857 1.5652 1.5486 0.0087 -0.0008 -0.0169 0.39
H 5.9009 0.1222 3.3439 -0.0046 -0.0218 0.0089 0.42
H 4.0035 -1.3985 2.8987 0.0023 -0.0081 0.0121 0.42
H 4.8746 -2.0969 -1.1433 0.0239 0.0204 0.0030 0.40
H 5.5769 -3.8179 -2.7414 0.0166 0.0148 0.0097 0.43
H 4.1636 -5.8055 -3.1406 -0.0111 0.0330 -0.0523 0.36
H 1.9872 -6.0108 -1.9808 -0.0204 0.0080 -0.0097 0.42
H 1.2524 -4.2530 -0.4209 -0.0398 -0.0423 -0.0101 0.45
C 3.0785 4.2803 2.0279 0.1222 0.1001 -0.1059 -0.82
N 2.0118 3.3101 1.9947 -0.0603 -0.2105 0.0561 0.42
C 0.7829 3.4071 2.6035 -0.1798 0.0402 -0.0259 -1.04
C 0.0919 2.2881 2.2437 0.0555 0.1152 0.1521 -0.41
N 0.8734 1.5161 1.4192 -0.2730 -0.2571 -0.0476 0.25
C 2.0102 2.1609 1.2931 0.1491 -0.0869 0.0753 -1.06
H 2.9882 4.8905 2.9242 -0.0038 -0.0343 0.0157 0.35
H 3.0397 4.9257 1.1480 -0.0007 -0.0167 0.0203 0.26
H 4.0378 3.7649 2.0453 -0.0011 0.0114 -0.0015 0.29
H 0.5116 4.2514 3.2120 0.0196 0.0046 0.0503 0.48
H -0.8944 1.9605 2.5331 -0.0388 0.0489 -0.0276 0.35
H 2.8550 1.8399 0.7076 0.0034 0.0567 -0.0570 0.52
```
Positions in Å, forces in eV/Å.

Properties
* Kohn-Sham gap: 6.0 eV
* HOMO level: -0.16937 hartree
* net charge: -1

# 3
Molecular formula: C4H4N2O
Method: DFT, wB97M-V/def2-TZVPD

The geometry in XYZ format:
```
11
Properties=species:S:1:pos:R:3:forces:R:3:nbo_charge:R:1
N -2.0210 0.1556 2.0080 0.6884 -0.4825 -0.8992 -0.28
C -1.3645 -0.3674 1.2117 -0.6004 0.5276 0.7087 0.23
C -0.5123 -1.0872 0.2398 0.0070 -0.1580 0.1256 -0.17
O -0.3336 -0.4336 -0.9912 0.0326 -0.0573 -0.0488 -0.49
C 0.3809 0.7827 -1.0043 0.0387 0.1880 -0.0270 -0.17
C 1.5099 0.8479 -0.0543 0.8630 0.0453 0.7350 0.23
N 2.3867 0.9235 0.6977 -0.9817 -0.1436 -0.8408 -0.28
H -0.9994 -2.0338 -0.0066 0.0773 0.1106 0.0910 0.24
H 0.4473 -1.3035 0.7265 -0.1070 0.0390 -0.0337 0.23
H 0.7818 0.8746 -2.0170 -0.0673 0.0826 0.1269 0.24
H -0.2757 1.6411 -0.8103 0.0494 -0.1517 0.0623 0.22
```
Positions in Å, forces in eV/Å.

Properties
* Kohn-Sham gap: 12.2 eV
* HOMO level: -0.42858 hartree

Repeat the third record exactly.
Molecular formula: C4H4N2O
Method: DFT, wB97M-V/def2-TZVPD

The geometry in XYZ format:
```
11
Properties=species:S:1:pos:R:3:forces:R:3:nbo_charge:R:1
N -2.0210 0.1556 2.0080 0.6884 -0.4825 -0.8992 -0.28
C -1.3645 -0.3674 1.2117 -0.6004 0.5276 0.7087 0.23
C -0.5123 -1.0872 0.2398 0.0070 -0.1580 0.1256 -0.17
O -0.3336 -0.4336 -0.9912 0.0326 -0.0573 -0.0488 -0.49
C 0.3809 0.7827 -1.0043 0.0387 0.1880 -0.0270 -0.17
C 1.5099 0.8479 -0.0543 0.8630 0.0453 0.7350 0.23
N 2.3867 0.9235 0.6977 -0.9817 -0.1436 -0.8408 -0.28
H -0.9994 -2.0338 -0.0066 0.0773 0.1106 0.0910 0.24
H 0.4473 -1.3035 0.7265 -0.1070 0.0390 -0.0337 0.23
H 0.7818 0.8746 -2.0170 -0.0673 0.0826 0.1269 0.24
H -0.2757 1.6411 -0.8103 0.0494 -0.1517 0.0623 0.22
```
Positions in Å, forces in eV/Å.

Properties
* Kohn-Sham gap: 12.2 eV
* HOMO level: -0.42858 hartree